# 1
Formula: CH4N2S
Source: OMol25
Level of theory: the ωB97M-V functional and the def2-TZVPD basis

Geometry (Å):
1 N 0.957 -0.937 -0.078
2 N 0.521 0.450 -0.230
3 C -0.803 0.657 -0.019
4 S -1.983 -0.420 -0.094
5 H 0.297 -1.452 -0.628
6 H 0.819 -1.088 0.918
7 H 1.253 1.059 -0.020
8 H -1.062 1.731 0.152

Results
orbital gap	9.4620	eV



# 2
Formula: CH4N2S
Source: OMol25
Level of theory: the ωB97M-V functional and the def2-TZVPD basis

Geometry (Å):
1 N 1.862 -0.871 -0.412
2 N 0.848 0.107 -0.446
3 C -0.370 -0.388 -0.420
4 S -1.374 0.598 0.641
5 H 2.313 -1.109 0.680
6 H 2.726 -0.797 -1.102
7 H 0.686 1.079 0.016
8 H -0.491 -1.062 -1.323

Results
orbital gap	8.3860	eV



# 3
Formula: CH4N2S
Source: OMol25
Level of theory: the ωB97M-V functional and the def2-TZVPD basis

Geometry (Å):
1 H -0.159 -1.845 -1.152
2 H -0.270 -2.578 -1.041
3 C -1.324 0.461 0.612
4 S -0.249 0.299 -0.575
5 H -2.385 0.532 0.399
6 H -0.839 0.575 1.594
7 N 2.645 0.941 0.509
8 N 2.580 1.617 -0.346

Results
orbital gap	8.4337	eV



# 4
Formula: CH4N2S2
Source: OMol25
Level of theory: the ωB97M-V functional and the def2-TZVPD basis

Geometry (Å):
1 S -2.479 -0.540 -0.662
2 N -1.736 0.759 -0.143
3 C -0.344 0.784 0.155
4 N 0.325 -0.547 0.150
5 S 1.911 -0.428 -0.343
6 H -0.097 1.134 1.175
7 H 0.117 1.391 -0.511
8 H 0.255 -0.937 1.073
9 H 2.048 -1.616 -0.893

Results
orbital gap (spin up / spin down)	7.2485 / 7.2448	eV



# 5
Formula: CH4N2S2
Source: OMol25
Level of theory: the ωB97M-V functional and the def2-TZVPD basis

Geometry (Å):
1 S 1.870 0.430 0.359
2 N 1.118 -0.915 -0.538
3 C -0.130 -1.207 -0.851
4 N -1.302 -0.752 -0.185
5 S -1.691 0.943 0.233
6 H 2.985 -0.502 1.148
7 H -0.364 -2.148 -1.310
8 H -2.080 -1.307 -0.809
9 H -1.334 0.905 1.672

Results
orbital gap	8.6811	eV



# 6
Formula: CH4N2S3
Source: OMol25
Level of theory: the ωB97M-V functional and the def2-TZVPD basis

Geometry (Å):
1 S 0.512 -0.425 -1.710
2 C -0.130 -0.052 -0.107
3 N -1.067 0.929 0.121
4 S -0.683 2.328 -1.005
5 N -0.065 -0.900 0.963
6 S 1.104 -2.298 0.936
7 H -0.912 1.582 1.123
8 H 0.252 1.692 -1.726
9 H 0.070 -0.355 1.897
10 H 0.920 -2.501 -0.492

Results
orbital gap	8.3920	eV



ΔE to the lowest compared entry with this formula, charge and spin (computed, kcal per mole): 37.17, 86.47, 41.56, 67.04, 80.79, 49.16
Molar mass (computed, Da): 76.1, 76.1, 76.1, 108.2, 108.2, 140.3